{
  "formula": "C50H50AsN2O2P2Tc",
  "method": "the ωB97M-V functional and the def2-TZVPD basis",
  "e_lumo_ha": [-0.08422, -0.13477],
  "total_charge": 1,
  "s_squared": 3.77,
  "multiplicity": 4,
  "e_homo_ev": [-10.81, -10.79],
  "homo_lumo_gap_ha": [0.313, 0.262],
  "species": ["Tc", "C", "N", "P", "C", "C", "C", "C", "C", "C", "C", "C", "C", "C", "C", "C", "P", "C", "C", "C", "C", "C", "C", "C", "C", "C", "C", "C", "C", "H", "H", "H", "H", "H", "H", "H", "H", "H", "H", "H", "H", "H", "H", "H", "H", "H", "H", "H", "H", "H", "H", "H", "N", "C", "C", "O", "O", "H", "H", "H", "H", "C", "C", "C", "C", "C", "H", "H", "H", "H", "H", "H", "H", "H", "H", "H", "C", "C", "C", "C", "C", "C", "As", "C", "C", "C", "C", "C", "C", "C", "C", "C", "C", "C", "C", "H", "H", "H", "H", "H", "H", "H", "H", "H", "H", "H", "H", "H"],
  "coordinates": [[-1.38396, -1.14930, -0.01300], [-0.03936, -1.44730, 3.92210], [0.50614, -0.55740, 2.88960], [1.77444, -1.51830, 2.06610], [3.06804, -1.35390, 3.35410], [3.06884, -0.36690, 4.33730], [4.09144, -0.32040, 5.26700], [5.12034, -1.24650, 5.22340], [5.11854, -2.23850, 4.25550], [4.09194, -2.29500, 3.32990], [2.41294, -0.29350, 0.84280], [2.28944, -0.55010, -0.52840], [2.80204, 0.37690, -1.43010], [3.45584, 1.51330, -0.99740], [3.60974, 1.74390, 0.35890], [3.09014, 0.84540, 1.26810], [-0.60636, 0.18250, 1.80190], [0.21454, 1.80580, 1.54380], [0.40944, 2.26370, 0.24680], [0.94534, 3.51740, 0.01130], [1.27474, 4.33660, 1.07900], [1.10944, 3.87830, 2.37610], [0.59924, 2.61510, 2.60780], [-1.98776, 0.67930, 2.90510], [-1.84866, 1.18530, 4.19470], [-2.96366, 1.56710, 4.91920], [-4.23006, 1.44810, 4.37180], [-4.38306, 0.93880, 3.09220], [-3.26776, 0.55730, 2.36990], [0.77674, -1.71030, 4.59920], [-0.44406, -2.38390, 3.52380], [-0.82286, -0.95520, 4.49310], [2.26874, 0.35800, 4.37210], [4.08704, 0.44370, 6.03010], [5.92254, -1.19780, 5.94360], [5.91344, -2.96900, 4.22640], [4.08504, -3.07490, 2.58000], [0.91124, -2.15700, -0.29460], [2.68644, 0.19960, -2.48950], [3.84034, 2.21960, -1.71650], [4.12074, 2.62570, 0.71080], [3.19454, 1.03660, 2.32370], [0.16584, 1.60620, -0.58290], [1.10674, 3.84800, -1.00430], [1.67594, 5.32180, 0.90090], [1.36654, 4.51540, 3.20820], [0.51224, 2.25920, 3.61950], [-0.87436, 1.27310, 4.64860], [-2.83996, 1.95850, 5.91690], [-5.09636, 1.74290, 4.94170], [-5.36846, 0.83700, 2.66240], [-3.37056, 0.14970, 1.36260], [-1.49626, -3.10370, 1.09140], [-2.14026, -4.09790, 0.21240], [-2.08556, -3.64830, -1.27990], [-2.22336, -4.45910, -2.15880], [-1.90726, -2.38780, -1.42900], [-0.54806, -3.40970, 1.32040], [-2.00796, -3.04300, 1.97040], [-3.20136, -4.18540, 0.46000], [-1.68306, -5.08660, 0.28580], [3.44584, -3.35400, -0.33940], [2.51874, -2.94830, -1.48620], [1.61064, -4.13220, -1.83310], [3.33684, -2.55810, -2.71770], [1.60274, -1.77260, -1.06200], [4.04514, -4.21420, -0.63240], [2.86114, -3.62820, 0.53970], [4.11924, -2.54260, -0.06860], [2.19964, -4.97190, -2.19830], [0.88944, -3.86610, -2.60440], [1.06504, -4.46920, -0.94990], [3.90034, -3.41580, -3.07840], [4.04014, -1.76190, -2.48500], [2.68444, -2.21940, -3.52080], [1.00634, -1.48190, -1.93510], [-5.82036, -0.78940, -4.03530], [-5.75276, -0.68930, -2.65440], [-4.55366, -0.36170, -2.04890], [-3.42266, -0.11150, -2.81800], [-3.49766, -0.20150, -4.20070], [-4.69616, -0.54420, -4.80610], [-1.80816, 0.40990, -1.87250], [-0.61256, 0.89760, -3.30720], [0.08124, 0.03280, -4.13470], [0.87774, 0.54310, -5.14880], [0.97684, 1.91580, -5.31970], [0.27504, 2.78810, -4.50170], [-0.53736, 2.29000, -3.48760], [-1.36946, 3.07290, -2.56590], [-1.46406, 4.45820, -2.51520], [-2.31076, 5.05940, -1.59750], [-3.06496, 4.29570, -0.72030], [-2.96726, 2.91280, -0.74730], [-2.13366, 2.30720, -1.66880], [-6.74906, -1.07040, -4.50910], [-6.63396, -0.86890, -2.05590], [-4.47916, -0.30190, -0.96350], [-2.61486, -0.01620, -4.80340], [-4.75166, -0.62060, -5.88210], [-0.02106, -1.03720, -3.98750], [1.41864, -0.12540, -5.80290], [1.61084, 2.30950, -6.10060], [0.36124, 3.85210, -4.66670], [-0.87036, 5.06840, -3.17970], [-2.39266, 6.13670, -1.57250], [-3.72746, 4.77570, -0.01320], [-3.54226, 2.30510, -0.05480]]
}

***

{
  "formula": "C50H50ClN10O4Ta",
  "method": "the ωB97M-V functional and the def2-TZVPD basis",
  "e_lumo_ha": -0.23270,
  "total_charge": 2,
  "de_lowest_ev": 0.0000,
  "multiplicity": 1,
  "e_homo_ev": -12.62,
  "homo_lumo_gap_ha": 0.231,
  "species": ["Ta", "O", "C", "C", "C", "C", "C", "C", "C", "O", "N", "N", "C", "C", "C", "C", "C", "C", "C", "O", "H", "H", "H", "H", "H", "H", "H", "H", "H", "H", "C", "C", "C", "C", "C", "N", "C", "C", "C", "C", "C", "C", "C", "N", "C", "C", "C", "N", "C", "C", "N", "C", "C", "C", "N", "H", "H", "H", "H", "H", "H", "H", "H", "H", "H", "H", "H", "H", "H", "H", "H", "H", "H", "C", "C", "C", "C", "C", "O", "C", "C", "C", "C", "C", "C", "Cl", "C", "C", "C", "N", "C", "N", "C", "N", "H", "H", "H", "H", "H", "H", "H", "H", "H", "H", "H", "H", "H", "H", "H", "H", "H", "H", "H", "H", "H", "H"],
  "coordinates": [[0.04962, -0.21800, -0.08629], [-4.24209, 2.59835, 2.41092], [-4.78681, 1.77431, 1.50983], [-6.16767, 1.86657, 1.32177], [-6.80607, 1.04383, 0.42123], [-6.09162, 0.09999, -0.32372], [-4.73202, 0.00992, -0.16143], [-4.05145, 0.84383, 0.74319], [-2.60870, 0.73590, 0.85535], [-1.95339, 0.00805, -0.03699], [-1.94562, 1.37117, 1.77079], [-0.58381, 1.12371, 1.65460], [0.11373, 1.66558, 2.59896], [1.51520, 1.46747, 2.81516], [2.14539, 2.08978, 3.90198], [3.46953, 1.83349, 4.18070], [4.17363, 0.92787, 3.39027], [3.56926, 0.29416, 2.31671], [2.24534, 0.57910, 2.01384], [1.64922, 0.00132, 0.95577], [-3.29073, 2.40523, 2.51089], [-6.71381, 2.58807, 1.91441], [-7.87814, 1.12414, 0.29826], [-6.60646, -0.55346, -1.01380], [-4.15940, -0.72184, -0.71481], [-0.42855, 2.27194, 3.32136], [1.57598, 2.76919, 4.52478], [3.95586, 2.31758, 5.01558], [5.20765, 0.70824, 3.62048], [4.11487, -0.42939, 1.72557], [-3.00896, -6.86398, -1.01237], [-2.39588, -5.49496, -1.10047], [-2.00573, -4.95336, -2.32525], [-1.39317, -3.72257, -2.39752], [-1.16133, -2.94646, -1.25651], [-0.52750, -1.69700, -1.35805], [-0.77686, -1.00438, -2.58865], [-2.07245, -0.74089, -3.04083], [-2.28633, -0.12588, -4.25713], [-1.22233, 0.27259, -5.07226], [-1.46130, 0.97694, -6.37623], [0.06882, 0.04802, -4.61296], [0.27488, -0.58130, -3.39539], [1.58082, -0.70810, -2.87268], [2.73574, -1.00906, -3.48639], [3.74420, -0.87599, -2.55559], [3.10584, -0.48290, -1.38396], [1.78596, -0.37308, -1.58155], [-1.55702, -3.48585, -0.03582], [-2.14420, -4.74803, 0.03479], [-1.31160, -2.78276, 1.18005], [-1.78224, -3.10359, 2.39248], [-1.03794, -2.43398, 3.34439], [-0.11683, -1.70583, 2.62025], [-0.28537, -1.89511, 1.29438], [-3.59527, -7.08692, -1.90224], [-3.65763, -6.95599, -0.14258], [-2.23202, -7.62647, -0.93114], [-2.16845, -5.51767, -3.23498], [-1.08344, -3.34219, -3.36181], [-2.90928, -1.06092, -2.43581], [-3.30118, 0.05134, -4.59166], [-2.43644, 0.72462, -6.78824], [-0.69890, 0.72115, -7.11046], [-1.42950, 2.05953, -6.23382], [0.91971, 0.39057, -5.19029], [2.75115, -1.30346, -4.52264], [4.79536, -1.04911, -2.70284], [3.53086, -0.27302, -0.42092], [-2.39021, -5.17668, 0.99670], [-2.59750, -3.79454, 2.51081], [-1.15444, -2.47839, 4.41253], [0.64781, -1.04344, 2.98585], [0.04486, 5.73725, -0.64858], [-0.80410, 6.52196, -1.66318], [0.05033, 6.76310, -2.91528], [-1.13700, 7.88625, -1.04264], [-2.13500, 5.80261, -2.05569], [-2.70590, 6.46669, -3.19229], [-3.27532, 5.79615, -1.00516], [-3.26164, 4.94632, 0.27610], [-2.61171, 5.53359, 1.50616], [-3.02027, 6.75959, 2.01985], [-2.44337, 7.28752, 3.16538], [-1.44488, 6.57993, 3.81594], [-0.70885, 7.23212, 5.23797], [-1.03062, 5.34867, 3.33392], [-1.62088, 4.83874, 2.18942], [-1.97365, 4.40246, -2.71364], [-1.00650, 3.42980, -2.19315], [-1.17816, 2.49512, -1.28185], [-0.08063, 1.73002, -1.20213], [0.74962, 2.29542, -2.14575], [0.21920, 3.30794, -2.75700], [0.67575, 6.43444, -0.09459], [0.71462, 5.03263, -1.13899], [-0.55792, 5.20876, 0.08535], [0.99738, 7.21451, -2.61427], [-0.44170, 7.43729, -3.61328], [0.28508, 5.83523, -3.43851], [-0.21800, 8.46602, -0.94894], [-1.56455, 7.78616, -0.04465], [-1.81661, 8.47650, -1.66178], [-3.07024, 7.31459, -2.91622], [-4.14524, 5.48249, -1.58727], [-3.47004, 6.83482, -0.72880], [-2.83717, 3.95785, 0.09123], [-4.30726, 4.75527, 0.53146], [-3.80933, 7.31762, 1.52857], [-2.76719, 8.24149, 3.55809], [-0.24447, 4.81330, 3.85169], [-1.29273, 3.88199, 1.79689], [-1.67942, 4.56922, -3.74586], [-2.94724, 3.91195, -2.71337], [-2.09137, 2.36710, -0.73217], [1.74813, 1.95117, -2.35128]]
}